Record 1
The molecule C19H15NOS, computed with wB97M-V/def2-TZVPD.

- SMILES: O=NSC(c1ccccc1)(c1ccccc1)c1ccccc1
- Net charge: 0
- Energy: -1261.089779 Ha
- HOMO energy: -0.3295 Ha

```
37
Properties=species:S:1:pos:R:3:forces:R:3
O -3.9806 1.4102 -1.3429 2.20 0.96 0.08
N -2.8934 1.7558 -0.8909 -2.99 -0.66 1.60
S -1.5363 1.2887 -1.7655 1.55 -1.17 -1.88
C -0.4652 0.3815 -0.5203 0.72 -0.48 0.95
C -0.3843 1.1626 0.8133 -0.62 1.04 -0.33
C -0.3804 0.5293 2.0449 0.16 -0.31 1.11
C -0.1594 1.3025 3.2232 0.44 -0.58 -0.49
C 0.1746 2.6558 3.1378 -1.06 -0.58 1.06
C 0.0593 3.3008 1.9261 0.04 0.43 -0.90
C -0.2479 2.5819 0.7701 0.68 -0.48 0.19
C -1.0141 -1.0739 -0.4106 -0.38 -0.17 0.12
C -0.3546 -2.1994 -0.9405 -0.18 0.69 -0.14
C -0.9235 -3.4542 -0.8267 -0.10 -0.74 -0.51
C -2.1419 -3.6201 -0.1870 -0.53 -0.39 0.57
C -2.8361 -2.5335 0.3598 0.84 -0.21 -0.94
C -2.2658 -1.2802 0.2058 0.59 0.36 0.09
C 1.0120 0.2819 -0.9850 1.40 0.37 -1.53
C 2.0207 -0.2413 -0.1353 -0.28 -0.48 0.71
C 3.3795 -0.3877 -0.5077 -1.79 0.67 -0.32
C 3.7284 -0.0027 -1.7937 -0.18 -0.32 -0.23
C 2.7713 0.4749 -2.6959 -0.36 -0.08 1.00
C 1.4320 0.6498 -2.3001 0.52 -0.55 1.35
H -0.4948 -0.5888 2.1166 -0.02 1.40 -0.04
H -0.1888 0.8177 4.2085 0.08 0.14 -0.54
H 0.3362 3.2308 4.0606 0.10 -0.32 -0.49
H 0.2111 4.3913 1.8875 -0.07 -0.64 -0.16
H -0.2422 3.1201 -0.1836 -0.21 -0.37 0.32
H 0.5661 -2.1460 -1.5114 -0.02 0.36 0.22
H -0.4337 -4.3044 -1.3497 -0.38 0.62 0.68
H -2.5842 -4.6102 -0.0610 0.21 0.19 -0.26
H -3.8200 -2.6845 0.7821 0.10 0.15 0.20
H -2.7473 -0.4068 0.6080 -0.33 0.18 0.12
H 1.7310 -0.6306 0.8667 0.18 0.54 -0.78
H 4.1112 -0.7706 0.1927 -0.13 -0.04 -0.05
H 4.7447 -0.1649 -2.1199 0.13 0.18 -0.13
H 3.1008 0.7020 -3.6927 -0.14 0.19 -0.30
H 0.7156 1.0622 -2.9835 -0.16 0.07 -0.35
```
Positions in Å, forces in eV/Å.

Atom charges from the Mulliken analysis, given in e for atoms 1 to 5:
1. O -0.3714
2. N 0.2850
3. S -0.1019
4. C 2.3625
5. C -0.1122


Record 2
C19H16AuCl5N3O2PS as an isolated structure, computed with wB97M-V/def2-TZVPD.

- Net charge: 0
- Energy: -4224.526337 Ha
- HOMO energy (spin up / spin down): -0.2897 / -0.2896 Ha

```
48
Properties=species:S:1:pos:R:3:forces:R:3
Au 0.2111 -1.3097 0.5169 0.35 1.40 -1.23
Cl 0.5336 0.4696 3.3080 -0.13 -0.30 -0.02
C -0.2521 -1.0819 3.4421 0.02 0.11 0.07
C -0.4247 -1.8650 2.3081 0.16 0.24 0.14
C -1.0674 -3.0867 2.4413 -0.05 -0.17 -0.02
Cl -1.2872 -4.0749 1.0259 0.07 0.18 0.15
C -1.5291 -3.5349 3.6746 -0.06 -0.12 -0.02
Cl -2.3299 -5.0530 3.8045 0.05 0.09 0.00
C -1.3394 -2.7432 4.8050 -0.02 -0.02 0.08
Cl -1.8912 -3.2859 6.3423 0.02 0.02 -0.09
C -0.7006 -1.5103 4.6894 0.02 0.08 0.05
Cl -0.4716 -0.5279 6.0818 -0.01 -0.02 -0.03
O 1.2952 0.3840 -3.1915 0.03 0.14 -0.07
C 1.4371 -0.3877 -2.2741 0.00 -0.17 0.48
O 0.4138 -0.6087 -1.4281 0.34 -0.25 -0.80
C 2.6575 -1.2178 -2.0730 0.01 0.09 0.03
C 3.2661 -1.6660 -3.2451 0.05 -0.09 0.00
C 4.3943 -2.4621 -3.1995 0.00 -0.02 -0.08
C 4.9337 -2.8189 -1.9688 -0.06 0.02 0.03
C 4.3413 -2.3798 -0.7997 -0.06 0.05 -0.02
C 3.2028 -1.5592 -0.8209 0.08 -0.10 -0.13
S 2.6541 -0.9167 0.7205 -0.44 -0.50 0.28
H 2.8346 -1.3725 -4.1936 0.01 0.01 0.03
H 4.8523 -2.8045 -4.1190 0.00 0.02 0.03
H 5.8194 -3.4408 -1.9234 -0.03 0.01 0.01
H 4.7577 -2.6533 0.1617 -0.02 0.02 -0.02
C -3.2554 2.7317 -0.8928 0.15 -0.10 -0.01
N -2.3044 2.4781 -1.9823 0.07 -0.13 0.12
C -1.1611 3.3875 -1.8373 0.01 -0.12 0.07
N -0.5171 3.3277 -0.5221 -0.02 -0.12 0.03
C -1.5263 3.5502 0.5176 0.05 -0.12 -0.10
N -2.6607 2.6357 0.4354 -0.16 -0.21 0.25
C -2.2515 1.2484 0.7308 -0.03 0.44 -0.38
P -0.9989 0.6605 -0.4913 -0.23 -0.80 1.47
C -1.8903 1.0697 -2.0380 0.04 -0.01 -0.09
C 0.1861 2.0534 -0.3307 -0.06 0.08 -0.15
H -4.0806 2.0226 -0.9703 -0.02 0.00 0.00
H -3.6518 3.7402 -1.0126 0.01 0.04 -0.05
H -1.5245 4.4040 -1.9875 -0.02 0.04 -0.01
H -0.4235 3.1582 -2.6061 0.01 -0.01 -0.02
H -1.9077 4.5665 0.4146 0.02 0.05 -0.03
H -1.0564 3.4523 1.4964 0.01 0.00 0.03
H -3.1140 0.5805 0.6860 -0.08 0.04 0.06
H -1.8114 1.1748 1.7263 -0.05 0.08 0.06
H -2.7658 0.4290 -2.1391 -0.05 -0.02 -0.01
H -1.2207 0.8833 -2.8755 0.03 0.09 -0.08
H 0.9820 1.9466 -1.0645 0.01 0.03 -0.09
H 0.6425 2.0070 0.6579 -0.02 0.03 0.07
```
Positions in Å, forces in eV/Å.

Atom charges from the Mulliken analysis, given in e for atoms 1 to 5:
1. Au 0.0954
2. Cl -0.1428
3. C 0.6205
4. C -0.5294
5. C 0.2748


Record 3
C19H16BrN4O6S4Sn as an isolated structure, computed with wB97M-V/def2-TZVPD.

- Net charge: -1
- Energy: -5785.358179 Ha
- HOMO energy (spin up / spin down): -0.2110 / -0.2143 Ha

```
51
Properties=species:S:1:pos:R:3:forces:R:3
Sn 0.4559 -0.3964 -0.4586 -0.27 -0.01 0.02
O 2.2819 1.5343 2.9330 0.07 -0.04 0.00
C 1.5337 1.1138 2.0703 -0.01 0.01 -0.01
O 1.8583 0.4196 1.0299 0.03 0.10 -0.10
C 0.0517 1.4328 2.1754 -0.07 0.00 0.02
C -0.4611 2.2529 3.1684 0.00 -0.01 0.00
C -1.8231 2.5048 3.1660 0.01 0.01 -0.05
C -2.6190 1.9578 2.1664 0.05 0.08 0.11
C -2.0263 1.1483 1.2142 -0.04 -0.09 0.10
N -0.7211 0.8901 1.2479 -0.04 -0.02 -0.08
C -2.8409 0.4938 0.1028 -0.06 -0.33 -0.16
O -4.0183 0.8532 -0.0263 -0.02 0.16 0.02
O -2.2310 -0.3876 -0.5666 0.23 0.45 0.06
H 0.2209 2.6726 3.8938 -0.02 -0.03 0.03
H -2.2637 3.1310 3.9324 0.01 0.02 -0.02
H -3.6822 2.1388 2.1002 0.00 -0.02 -0.01
S -1.3729 -3.5412 1.7634 -0.07 -0.05 0.01
S -3.1279 -2.8230 1.4744 0.14 0.11 0.14
S -3.4380 -2.6982 -0.5727 -0.36 -0.36 -0.14
S -2.0331 -3.6279 -1.4419 0.10 0.01 -0.02
Br 1.0312 4.8868 0.7541 0.03 0.01 0.00
C 1.6644 4.2724 -0.9226 0.00 0.02 0.00
C 1.7419 5.1508 -1.9893 0.05 -0.02 -0.12
N 2.1296 4.7623 -3.2041 -0.02 -0.06 0.07
C 2.4361 3.4732 -3.3719 -0.05 0.14 -0.01
C 2.3561 2.5216 -2.3640 -0.03 0.00 0.04
C 1.9804 2.9407 -1.0981 0.02 -0.02 0.02
C 2.5792 1.0576 -2.6971 -0.12 0.07 0.01
O 3.4019 0.7758 -3.5526 0.00 -0.02 -0.03
O 1.8103 0.2277 -2.0789 0.23 0.04 0.16
H 1.4883 6.1971 -1.8619 -0.02 0.00 0.00
H 2.7452 3.1669 -4.3636 0.01 -0.02 0.00
H 1.9224 2.2332 -0.2821 0.02 0.04 -0.03
N -0.6296 1.8069 -1.3848 0.25 -0.26 -0.06
C -1.3026 2.2393 -2.2172 -0.17 0.31 -0.07
N -2.0830 2.7573 -3.1401 0.02 -0.31 -0.08
C -1.7019 4.0057 -3.8001 0.00 0.05 0.13
C -2.2870 5.2019 -3.0344 -0.05 -0.06 0.05
C -3.5742 4.7905 -2.2975 0.00 -0.03 -0.09
C -4.3369 3.7283 -3.0898 0.11 0.05 0.03
C -3.5227 2.4290 -3.1289 0.02 0.06 0.05
H -2.0943 3.9595 -4.8170 0.00 -0.01 -0.03
H -0.6163 4.0601 -3.8659 0.00 -0.03 -0.01
H -2.4915 6.0088 -3.7419 0.02 0.02 0.01
H -1.5565 5.5719 -2.3127 0.02 0.03 -0.03
H -4.2024 5.6652 -2.1261 0.01 0.00 0.05
H -3.3192 4.3764 -1.3185 -0.03 0.02 0.02
H -4.5179 4.0954 -4.1050 -0.04 -0.01 0.01
H -5.3076 3.5259 -2.6375 -0.01 -0.02 -0.02
H -3.7606 1.8384 -4.0160 0.01 -0.01 -0.02
H -3.7258 1.8164 -2.2490 0.02 0.02 0.02
```
Positions in Å, forces in eV/Å.

Atom charges from the Mulliken analysis, given in e for atoms 1 to 5:
1. Sn 1.0813
2. O -0.7237
3. C 0.3555
4. O -0.6287
5. C 0.2037


For each record above, in turn, the calculated energy above the lowest of the compared OMol25 structures with the same formula, charge and spin values are 0.0; 142.0; 1.0 kJ/mol.
For each record above, in turn, the calculated strongest force on any atom values are 0.0672; 0.0369; 0.0104 hartree/bohr.